--- A ---
This record from the OMol25 dataset describes one molecule with the formula C16H25N3O. The level of theory is the ωB97M-V functional and the def2-TZVPD basis.

Properties
Frontier orbital gap, Eh: 0.326
HOMO level, eV: -8.117

XYZ file:
```
45
C16H25N3O the ωB97M-V functional and the def2-TZVPD basis
C 4.37 0.27 0.04
C 3.55 1.35 -0.65
C 2.14 1.43 -0.08
C 1.28 2.46 -0.80
C -0.11 2.65 -0.17
C -0.93 1.36 -0.21
C -2.33 1.53 0.35
H -2.89 2.26 -0.24
H -2.26 1.90 1.38
C -3.12 0.20 0.39
N -3.34 -0.33 -0.95
C -2.37 -1.25 -1.27
O -2.16 -1.71 -2.37
N -1.73 -1.56 -0.09
C -0.44 -2.08 0.07
C 0.20 -2.72 -0.99
C 1.48 -3.21 -0.81
C 2.14 -3.07 0.40
C 1.49 -2.44 1.45
C 0.21 -1.95 1.29
H -0.29 -1.45 2.11
H 1.99 -2.33 2.40
H 3.14 -3.46 0.53
H 1.98 -3.70 -1.64
H -0.30 -2.82 -1.94
N -2.30 -0.84 1.00
H -2.89 -1.49 1.53
H -3.80 0.19 -1.67
C -4.45 0.38 1.13
H -4.26 0.61 2.17
H -5.04 -0.53 1.06
H -5.02 1.19 0.68
H -0.98 1.01 -1.25
H -0.41 0.60 0.38
H 0.01 2.97 0.87
H -0.64 3.44 -0.71
H 1.16 2.16 -1.84
H 1.80 3.42 -0.79
H 1.68 0.44 -0.17
H 2.19 1.67 0.99
H 3.50 1.14 -1.72
H 4.04 2.32 -0.52
H 4.46 0.47 1.11
H 5.37 0.22 -0.38
H 3.89 -0.70 -0.08
```

--- B ---
This record from the OMol25 dataset describes one molecule with the formula C16H25N3O. The level of theory is the ωB97M-V functional and the def2-TZVPD basis.

Properties
Frontier orbital gap, Eh: 0.318
HOMO level, eV: -7.869

XYZ file:
```
45
C16H25N3O the ωB97M-V functional and the def2-TZVPD basis
C 3.04 -6.11 1.88
H 2.86 -6.60 0.93
H 3.87 -5.41 1.75
H 3.34 -6.85 2.62
C 1.79 -5.36 2.34
C 1.38 -4.33 1.33
C 1.89 -3.04 1.39
C 1.56 -2.09 0.43
C 0.69 -2.42 -0.60
C 0.20 -3.73 -0.68
C 0.54 -4.66 0.27
H 0.15 -5.67 0.20
H -0.46 -4.00 -1.50
N 0.32 -1.51 -1.60
C 0.15 -0.15 -1.56
O -0.02 0.48 -2.59
N 0.19 0.43 -0.32
H 0.03 -0.17 0.47
C -0.19 1.81 -0.17
C -1.71 1.96 0.12
N -2.27 3.28 0.20
C -2.41 4.03 -1.02
C -1.24 4.96 -1.35
C -0.96 5.87 -0.17
C -0.70 5.03 1.07
C -1.90 4.10 1.33
H -1.71 3.46 2.19
H -2.76 4.73 1.56
H -0.55 5.67 1.95
H 0.21 4.44 0.93
H -0.10 6.51 -0.38
H -1.82 6.52 0.01
H -1.49 5.55 -2.24
H -0.35 4.37 -1.59
H -2.58 3.33 -1.84
H -3.32 4.64 -0.92
H -2.24 1.42 -0.67
H -1.93 1.45 1.07
H 0.40 2.24 0.65
H 0.06 2.31 -1.10
H 0.11 -1.91 -2.51
H 2.00 -1.11 0.48
H 2.57 -2.77 2.18
H 1.99 -4.88 3.30
H 0.98 -6.08 2.48
```

The most stable of them is B.

--- A ---
This record from the OMol25 dataset describes one molecule with the formula C5H6O2. The level of theory is the ωB97M-V functional and the def2-TZVPD basis.

Properties
Frontier orbital gap, Eh: 0.418
HOMO level, eV: -10.392

XYZ file:
```
13
C5H6O2 the ωB97M-V functional and the def2-TZVPD basis
C 0.84 0.62 0.92
C 0.10 -0.32 -0.05
O -1.20 0.21 -0.39
C -2.15 0.05 0.53
O -2.01 -0.49 1.60
C 0.85 -0.48 -1.30
C 1.55 -0.63 -2.27
H 0.45 1.63 0.81
H 1.91 0.64 0.69
H 0.70 0.29 1.95
H -0.05 -1.30 0.41
H -3.09 0.48 0.16
H 2.17 -0.76 -3.13
```

--- B ---
This record from the OMol25 dataset describes one molecule with the formula C5H6O2. The level of theory is the ωB97M-V functional and the def2-TZVPD basis.

Properties
Frontier orbital gap, Eh: 0.333
HOMO level, eV: -8.437

XYZ file:
```
13
C5H6O2 the ωB97M-V functional and the def2-TZVPD basis
O 0.20 -0.07 -2.14
C -0.17 0.71 -0.99
C -0.01 -0.05 0.31
C 0.15 -1.38 0.40
O 0.16 -2.26 -0.61
C -0.14 0.73 1.51
C -0.32 1.43 2.48
H 1.16 -0.14 -2.13
H 0.41 1.63 -0.95
H -1.21 0.99 -1.15
H -0.02 -1.75 -1.43
H 0.28 -1.86 1.37
H -0.50 2.03 3.34
```

--- C ---
This record from the OMol25 dataset describes C5H6O2 as an isolated structure. The level of theory is the ωB97M-V functional and the def2-TZVPD basis.

Properties
Frontier orbital gap, Eh: 0.395
HOMO level, eV: -9.716

XYZ file:
```
13
C5H6O2 the ωB97M-V functional and the def2-TZVPD basis
C 0.98 0.86 -0.21
C -0.48 0.97 0.23
O -0.89 0.48 -1.09
C 0.34 -0.31 -0.97
C -0.10 -1.29 0.13
O 0.43 -1.12 1.42
C -0.77 -0.34 0.99
H 1.27 1.67 -0.87
H 1.72 0.63 0.55
H -0.95 1.91 0.52
H 0.70 -0.70 -1.92
H -0.50 -2.26 -0.12
H -1.79 -0.45 1.37
```

--- D ---
This record from the OMol25 dataset describes one molecule with the formula C5H6O2. The level of theory is the ωB97M-V functional and the def2-TZVPD basis.

Properties
Frontier orbital gap, Eh: 0.390
HOMO level, eV: -9.961

XYZ file:
```
13
C5H6O2 the ωB97M-V functional and the def2-TZVPD basis
O -2.03 -0.02 0.61
C -1.14 -0.73 -0.19
C 0.14 0.09 -0.63
C 0.04 1.56 -0.19
O -0.07 1.88 0.97
C 1.34 -0.48 -0.02
C 2.29 -0.96 0.53
H -1.54 0.34 1.37
H -0.79 -1.65 0.30
H -1.69 -1.02 -1.09
H 0.23 0.06 -1.72
H 0.08 2.32 -0.98
H 3.13 -1.40 1.03
```

The most stable of them is A.

--- A ---
This record from the OMol25 dataset describes one molecule with the formula C5H6O2. The level of theory is the ωB97M-V functional and the def2-TZVPD basis.

Properties
Frontier orbital gap, Eh: 0.416
HOMO level, eV: -10.364

XYZ file:
```
13
C5H6O2 the ωB97M-V functional and the def2-TZVPD basis
C -1.02 -1.00 0.09
C -0.04 0.16 0.23
O 0.99 0.07 -0.78
C 1.96 -0.82 -0.51
O 2.01 -1.52 0.46
C -0.65 1.49 0.13
C -1.13 2.60 0.13
H -1.26 -1.17 -0.96
H -1.94 -0.81 0.64
H -0.55 -1.90 0.50
H 0.45 0.11 1.21
H 2.70 -0.79 -1.31
H -1.53 3.59 0.17
```

--- B ---
This record from the OMol25 dataset describes one molecule with the formula C5H6O2. The level of theory is the ωB97M-V functional and the def2-TZVPD basis.

Properties
Frontier orbital gap, Eh: 0.393
HOMO level, eV: -9.980

XYZ file:
```
13
C5H6O2 the ωB97M-V functional and the def2-TZVPD basis
O -0.87 -1.01 1.29
C -1.02 -0.78 -0.08
C -0.01 0.28 -0.58
C -0.53 1.71 -0.47
O -1.70 1.97 -0.38
C 1.25 0.00 0.12
C 2.19 -0.49 0.69
H 0.04 -1.33 1.43
H -0.88 -1.70 -0.67
H -2.03 -0.41 -0.22
H 0.22 0.14 -1.65
H 0.23 2.51 -0.55
H 3.10 -0.90 1.05
```

The most stable of them is A.

--- A ---
This record from the OMol25 dataset describes a 2-piece molecular cluster, C5H15NP overall. The level of theory is the ωB97M-V functional and the def2-TZVPD basis.

Properties
Frontier orbital gap, Eh: 0.367
HOMO level, eV: -13.162
Charge: +1

XYZ file:
```
22
C5H15NP the ωB97M-V functional and the def2-TZVPD basis
C -0.30 2.00 0.05
C -2.02 0.15 -0.45
C -0.04 -1.76 0.58
C -0.66 0.73 -0.60
C 0.81 -0.62 0.08
N 1.44 0.02 1.27
P 2.16 -0.84 -1.26
H -0.40 1.96 1.24
H -0.94 2.83 -0.09
H 0.78 2.42 -0.17
H -2.68 0.81 -0.93
H -2.38 0.13 0.57
H -2.19 -0.86 -0.99
H -0.80 -1.49 1.39
H 0.54 -2.62 0.91
H -0.52 -2.20 -0.37
H -0.32 0.72 -1.59
H 2.34 -0.45 1.18
H 1.36 1.02 1.17
H 0.82 -0.41 2.01
H 1.46 0.21 -1.86
H 1.52 -1.75 -2.14
```

--- B ---
This record from the OMol25 dataset describes an isolated ion of composition C5H15NP and charge +1. The level of theory is the ωB97M-V functional and the def2-TZVPD basis.

Properties
Frontier orbital gap, Eh: 0.397
HOMO level, eV: -14.268
Charge: +1

XYZ file:
```
22
C5H15NP the ωB97M-V functional and the def2-TZVPD basis
C 1.22 1.71 -0.82
C 0.88 -1.71 -1.01
C 0.34 1.43 0.47
C 0.44 -1.18 0.40
C -0.34 0.04 0.39
N -1.28 -0.09 1.62
P -1.44 0.03 -1.15
H 2.10 1.07 -0.86
H 0.71 1.35 -1.62
H 1.37 2.83 -1.02
H 1.04 -0.86 -1.65
H 0.18 -2.38 -1.43
H 1.85 -2.28 -1.07
H -0.40 2.30 0.19
H 0.78 1.76 1.33
H -0.10 -1.99 0.74
H 1.31 -1.05 0.99
H -2.21 0.54 1.52
H -1.45 -1.08 1.69
H -0.76 0.13 2.38
H -1.89 -1.23 -0.83
H -2.33 0.67 -0.27
```

--- C ---
This record from the OMol25 dataset describes a 2-piece molecular cluster, C5H15NP overall. The level of theory is the ωB97M-V functional and the def2-TZVPD basis.

Properties
Frontier orbital gap, Eh: 0.301
HOMO level, eV: -11.807
Charge: +1

XYZ file:
```
22
C5H15NP the ωB97M-V functional and the def2-TZVPD basis
C -1.12 1.49 0.54
C -0.08 -0.45 1.88
C 1.77 1.69 -0.52
C -0.01 -1.00 -1.12
C 0.05 0.65 0.92
N 1.32 0.91 0.54
P -1.11 -2.27 -1.39
H -1.35 2.23 1.35
H -2.05 0.95 0.31
H -0.90 2.22 -0.26
H -1.16 -0.69 2.02
H 0.09 -0.26 2.89
H 0.49 -1.30 1.70
H 2.84 2.20 -0.40
H 1.94 0.90 -1.34
H 1.02 2.25 -1.11
H 0.98 -1.50 -1.39
H 0.08 -0.16 -1.76
H -2.11 -2.17 -0.24
H 1.99 0.30 1.07
H -0.65 -3.54 -1.31
H -2.03 -2.45 -2.38
```

The most stable of them is B.

--- A ---
This record from the OMol25 dataset describes one molecule with the formula C6H15N. The level of theory is the ωB97M-V functional and the def2-TZVPD basis.

Properties
Frontier orbital gap, Eh: 0.302
HOMO level, eV: -7.188

XYZ file:
```
22
C6H15N the ωB97M-V functional and the def2-TZVPD basis
C -0.49 0.73 -1.15
C 0.57 -0.25 -0.84
C -0.56 -0.21 1.80
C -0.73 -2.20 0.47
C -0.55 2.09 -0.50
C 1.99 0.22 -0.56
N -0.09 -0.91 0.62
H -1.46 0.28 -1.36
H 0.55 -1.09 -1.53
H 0.14 0.78 -2.20
H -0.01 0.72 1.95
H -0.37 -0.81 2.70
H -1.64 0.00 1.76
H -0.34 -2.75 -0.39
H -0.54 -2.85 1.35
H -1.82 -2.12 0.33
H -1.44 2.18 0.13
H -0.60 2.88 -1.26
H 0.31 2.32 0.13
H 2.51 0.45 -1.50
H 2.54 -0.57 -0.05
H 2.03 1.10 0.08
```

--- B ---
This record from the OMol25 dataset describes one molecule with the formula C6H15N. The level of theory is the ωB97M-V functional and the def2-TZVPD basis.

Properties
Frontier orbital gap, Eh: 0.374
HOMO level, eV: -9.045

XYZ file:
```
22
C6H15N the ωB97M-V functional and the def2-TZVPD basis
C 1.33 -0.37 -1.76
C 0.30 -0.56 -2.89
C 0.99 -1.07 -0.47
N -0.31 -0.60 0.21
C -0.37 0.87 0.39
C -0.28 1.10 1.95
C -1.50 0.57 2.74
H 1.55 0.69 -1.63
H 2.27 -0.71 -2.20
H -0.03 0.34 -3.41
H -0.67 -0.93 -2.51
H 0.55 -1.37 -3.58
H 0.93 -2.16 -0.55
H 1.68 -0.85 0.33
H -0.96 -0.86 -0.53
H 0.30 1.38 -0.30
H -1.38 1.24 0.16
H -0.39 2.19 2.03
H 0.69 0.73 2.27
H -2.34 1.17 2.39
H -1.64 -0.50 2.53
H -1.39 0.64 3.82
```

The most stable of them is B.